Entry 1:
Entry from the Open Molecules 2025 dataset: a cluster of 2 separate species, C3H3FO in total at a distorted geometry (ωB97M-V with the def2-TZVPD basis set).

Each line ends with the Löwdin charge.
Cartesian coordinates (Å):
C (-1.6836, 1.6061, 1.1460)  0.129
C (-1.0972, 1.6624, 0.0799)  -0.210
F (-1.2247, 1.6667, -1.2202)  0.070
H (-1.8405, 1.5239, 2.1583)  0.004
C (1.5678, -1.6317, -0.4627)  -0.155
O (1.2080, -2.7510, -0.5714)  0.007
H (2.4778, -1.0893, -0.5452)  0.064
H (0.5924, -0.9873, -0.5846)  0.091

Values from the calculation:
Net charge: 0
SMILES: C#CF.C=O
HOMO energy in eV: -9.88
Energy relative to the best compared isomer or geometry (same formula, charge and spin) in kcal per mole: 86.30
Frontier orbital gap in eV: 10.1
Molar mass in g/mol: 74.054

***

Entry 2:
Entry from the Open Molecules 2025 dataset: an isolated molecule of C4H6OS at a distorted geometry (ωB97M-V with the def2-TZVPD basis set).

Each line ends with the Löwdin charge.
Cartesian coordinates (Å):
O (-0.8667, -1.5659, -0.9605)  -0.011
C (-0.3095, -0.6342, -0.1721)  -0.848
S (-0.1447, -0.8792, 1.4232)  0.739
C (0.1100, 0.6005, -0.8858)  -0.298
C (1.3446, 1.3598, -0.4553)  -0.128
C (0.0328, 1.9629, -0.2166)  -0.130
H (-0.8618, -1.2503, -1.9146)  0.138
H (-0.0708, 0.6411, -1.9496)  0.127
H (1.8775, 1.8123, -1.2399)  0.090
H (1.8673, 0.9149, 0.3988)  0.104
H (-0.3102, 2.7778, -0.8507)  0.106
H (-0.3198, 1.9650, 0.8464)  0.110

Values from the calculation:
Net charge: 0
SMILES: OC(=S)C1CC1
HOMO energy in eV: -8.76
Energy relative to the best compared isomer or geometry (same formula, charge and spin) in kcal per mole: 29.81
Frontier orbital gap in eV: 9.3
Molar mass in g/mol: 102.158

***

Entry 3:
Entry from the Open Molecules 2025 dataset: a structure of composition C33H26GdN12S3 (ωB97M-V with the def2-TZVPD basis set).

Each line ends with the Löwdin charge.
Cartesian coordinates (Å):
Gd (0.3246, -0.4478, -0.4599)  1.162
C (-1.7046, -0.3073, 2.5200)  -0.117
N (-0.2844, -0.1267, 2.2481)  -0.114
C (0.3529, 1.0719, 2.7821)  -0.108
C (0.5611, 2.1186, 1.7292)  -0.296
N (0.4703, 1.9070, 0.4440)  0.040
C (0.7615, 3.1323, -0.1593)  -0.248
C (0.7940, 3.4859, -1.5056)  -0.023
C (1.1137, 4.7912, -1.8170)  -0.071
C (1.3943, 5.7339, -0.8132)  -0.072
C (1.3641, 5.3977, 0.5257)  -0.005
C (1.0439, 4.0777, 0.8233)  -0.187
N (0.9111, 3.3948, 2.0269)  0.185
C (-2.5534, 0.1639, 1.3817)  -0.308
N (-2.1084, 0.4716, 0.1921)  0.082
C (-3.2329, 0.9265, -0.5113)  -0.220
C (-3.3454, 1.4892, -1.7817)  -0.027
C (-4.5969, 1.8841, -2.2070)  -0.073
C (-5.7286, 1.7357, -1.3886)  -0.075
C (-5.6307, 1.2090, -0.1165)  -0.007
C (-4.3620, 0.8201, 0.2971)  -0.179
N (-3.8931, 0.3299, 1.5083)  0.182
H (-2.0170, 0.2146, 3.4337)  0.133
H (-1.8890, -1.3731, 2.6787)  0.126
H (0.2169, -0.9378, 2.5872)  0.057
H (1.3370, 0.7895, 3.1671)  0.136
H (-0.2084, 1.5029, 3.6194)  0.133
H (0.5873, 2.7614, -2.2831)  0.106
H (1.1508, 5.1003, -2.8524)  0.107
H (1.6341, 6.7492, -1.0968)  0.109
H (1.5769, 6.1273, 1.2944)  0.116
H (1.0376, 3.7660, 2.9530)  0.172
H (-2.4789, 1.6199, -2.4150)  0.101
H (-4.7099, 2.3261, -3.1875)  0.107
H (-6.6938, 2.0579, -1.7543)  0.108
H (-6.4969, 1.1147, 0.5239)  0.115
H (-4.4320, 0.1511, 2.3383)  0.172
N (4.7853, 0.0397, -1.6245)  0.134
C (4.8647, 1.1799, -0.8552)  -0.048
C (3.5808, 1.5483, -0.6100)  -0.114
N (2.7130, 0.6761, -1.2296)  0.021
C (3.4759, -0.2140, -1.8245)  -0.327
C (2.8938, -1.3417, -2.5374)  -0.292
N (1.6222, -1.6285, -2.4022)  0.002
C (1.3895, -2.7265, -3.1957)  -0.110
C (2.5447, -3.1007, -3.8058)  -0.047
N (3.5013, -2.2005, -3.3836)  0.132
H (5.5631, -0.5350, -1.8998)  0.165
H (5.8060, 1.6049, -0.5598)  0.122
H (3.2277, 2.3923, -0.0452)  0.105
H (0.4202, -3.1914, -3.2453)  0.113
H (2.7742, -3.9073, -4.4774)  0.122
H (4.4583, -2.1807, -3.6913)  0.164
S (-0.6059, -2.8890, 0.2687)  0.560
C (0.2853, -3.1959, 1.7490)  -0.701
C (-0.3329, -4.0096, 2.7093)  -0.073
C (0.2900, -4.3413, 3.8962)  -0.185
C (-0.4072, -5.1621, 4.8552)  -0.169
N (-0.9615, -5.8082, 5.6256)  0.180
C (1.5737, -3.8424, 4.1618)  -0.185
C (2.1801, -3.0094, 3.2429)  -0.065
C (1.5640, -2.6603, 2.0320)  -0.703
S (2.3863, -1.5122, 0.9969)  0.585
C (2.2631, -4.1768, 5.3835)  -0.168
N (2.8128, -4.4387, 6.3568)  0.181
H (-1.3211, -4.4013, 2.5090)  0.116
H (3.1605, -2.6108, 3.4662)  0.116
S (-2.2366, -0.9397, -4.8708)  1.067
C (-3.0612, -1.7265, -3.6017)  -0.359
C (-2.3747, -1.5746, -2.4431)  -0.265
N (-1.2235, -0.8286, -2.5492)  -0.139
C (-1.0424, -0.4358, -3.7818)  -0.505
H (-3.9846, -2.2555, -3.7621)  0.080
H (-2.6641, -1.9656, -1.4788)  0.083
H (-0.1868, 0.1399, -4.1034)  0.085

Values from the calculation:
Net charge: +1
2S+1: 8
HOMO energy (spin up / spin down) in eV: -9.84 / -9.83
Energy relative to the best compared isomer or geometry (same formula, charge and spin) in kcal per mole: 0.00
Frontier orbital gap (spin up / spin down) in eV: 7.8 / 5.7
Molar mass in g/mol: 844.106

***

Entry 4:
Entry from the Open Molecules 2025 dataset: the ion C5H8NO4S with charge -1 at a distorted geometry (ωB97M-V with the def2-TZVPD basis set).

Each line ends with the Löwdin charge.
Cartesian coordinates (Å):
C (2.2433, -0.8054, -0.0614)  -0.679
C (-2.9695, 1.2665, -0.8812)  -0.102
C (-2.7821, -0.2546, -0.9045)  -0.159
C (-1.8407, 0.6073, -0.0605)  -0.334
C (4.4178, -1.3901, 0.7961)  -0.147
N (1.6245, -0.5288, -1.1806)  -0.168
O (1.7910, -1.2004, 1.0049)  -0.019
O (-0.2652, -0.6747, -2.6912)  -0.470
O (3.6708, -0.8389, -0.2561)  -0.116
O (-0.4975, 0.6686, -0.5375)  -0.313
S (0.0794, -0.8114, -1.3152)  0.833
H (-2.8496, 1.6933, -1.8368)  0.081
H (-3.8109, 1.6083, -0.4221)  0.046
H (-3.6565, -0.7171, -0.4406)  0.082
H (-2.5197, -0.7449, -1.8940)  0.097
H (-1.9632, 0.5355, 0.9908)  0.117
H (4.8094, -2.3148, 0.4694)  0.057
H (3.9271, -1.4875, 1.8715)  0.113
H (5.1032, -0.5423, 1.0554)  0.082

Values from the calculation:
Net charge: -1
HOMO energy in eV: -4.54
Energy relative to the best compared isomer or geometry (same formula, charge and spin) in kcal per mole: 49.61
Frontier orbital gap in eV: 8.3
Molar mass in g/mol: 178.189

***

Entry 5:
Entry from the Open Molecules 2025 dataset: a structure of composition C36H30N5OPTl (ωB97M-V with the def2-TZVPD basis set).

Each line ends with the Löwdin charge.
Cartesian coordinates (Å):
Tl (-0.4147, 0.0509, -1.0608)  0.719
C (0.4248, 4.7060, 0.1244)  -0.068
C (-0.0953, 3.4332, -0.1645)  -0.178
N (0.6572, 2.3717, -0.2942)  0.020
C (2.0021, 2.4676, -0.1787)  -0.147
C (2.6260, 3.7270, 0.0481)  -0.171
C (1.7801, 4.8446, 0.2264)  -0.031
C (4.0321, 3.8447, 0.0296)  -0.088
C (4.7709, 2.7393, -0.3047)  -0.106
C (4.1792, 1.4866, -0.5058)  -0.054
C (2.8050, 1.2618, -0.3379)  -0.231
N (2.1744, 0.0587, -0.3877)  0.013
C (2.8147, -1.1111, -0.1130)  -0.228
C (4.0336, -1.2556, 0.5639)  -0.052
C (4.6572, -2.4923, 0.7500)  -0.103
C (4.1019, -3.6606, 0.2977)  -0.086
C (2.8173, -3.6087, -0.2779)  -0.174
C (2.1191, -4.7762, -0.6568)  -0.033
C (0.8419, -4.6903, -1.1321)  -0.067
C (0.2494, -3.4202, -1.2210)  -0.164
N (0.8743, -2.3160, -0.9013)  0.025
C (2.1496, -2.3616, -0.4507)  -0.154
H (-0.2405, 5.5524, 0.2415)  0.096
H (-1.1656, 3.2783, -0.2804)  0.106
H (2.2301, 5.8132, 0.4173)  0.108
H (4.4977, 4.8006, 0.2388)  0.094
H (5.8481, 2.8263, -0.4017)  0.095
H (4.8082, 0.6569, -0.7920)  0.097
H (4.4998, -0.3775, 0.9834)  0.096
H (5.6098, -2.5189, 1.2688)  0.098
H (4.6040, -4.6142, 0.4163)  0.094
H (2.6077, -5.7374, -0.5406)  0.107
H (0.2802, -5.5719, -1.4144)  0.094
H (-0.7799, -3.3152, -1.5520)  0.082
N (-1.7456, -1.4241, 2.3094)  -0.085
P (-0.5836, -0.1435, 1.9583)  0.946
C (-0.9198, 0.9956, 3.4014)  -0.311
C (-1.1490, 0.5221, 4.6919)  -0.095
C (-1.4271, 1.3915, 5.7386)  -0.098
C (-1.4501, 2.7616, 5.5177)  -0.113
C (-1.2014, 3.2504, 4.2424)  -0.088
C (-0.9535, 2.3729, 3.1952)  -0.084
C (0.7755, -1.0710, 2.9687)  -0.331
C (0.9071, -2.4570, 3.0511)  -0.108
C (1.9971, -3.0492, 3.6834)  -0.108
C (2.9943, -2.2632, 4.2397)  -0.121
C (2.9071, -0.8793, 4.1332)  -0.105
C (1.8211, -0.3012, 3.4956)  -0.112
C (-2.6105, -2.0679, 1.4790)  -0.384
C (-3.6390, -2.8756, 2.0207)  -0.026
C (-4.5188, -3.4998, 1.1708)  -0.102
C (-4.3822, -3.3329, -0.2078)  -0.102
C (-3.3249, -2.5592, -0.6456)  -0.172
N (-2.4522, -1.9593, 0.1591)  0.081
H (-1.8359, -1.6761, 3.2799)  0.082
H (-1.0778, -0.5400, 4.9006)  0.098
H (-1.6110, 0.9989, 6.7324)  0.093
H (-1.6541, 3.4428, 6.3357)  0.090
H (-1.2115, 4.3196, 4.0621)  0.095
H (-0.7920, 2.7462, 2.1927)  0.080
H (0.1420, -3.0915, 2.6121)  0.092
H (2.0724, -4.1303, 3.7320)  0.092
H (3.8441, -2.7236, 4.7304)  0.089
H (3.6935, -0.2546, 4.5438)  0.094
H (1.7672, 0.7808, 3.4062)  0.103
H (-3.7232, -2.9842, 3.0958)  0.103
H (-5.3183, -4.1120, 1.5720)  0.097
H (-5.0651, -3.7969, -0.9068)  0.086
H (-3.1486, -2.4128, -1.7094)  0.101
C (-3.3376, 1.0473, 1.4073)  -0.255
O (-2.0165, 0.8591, 1.0260)  -0.631
H (-3.5977, 2.1173, 1.4667)  0.065
H (-3.5543, 0.6169, 2.4008)  0.068
H (-4.0363, 0.5766, 0.6949)  0.067

Values from the calculation:
Net charge: -1
HOMO energy in eV: -3.46
Frontier orbital gap in eV: 6.0
Molar mass in g/mol: 784.027

***

Entry 6:
Entry from the Open Molecules 2025 dataset: an isolated molecule of C3H4N2O3 at a distorted geometry (ωB97M-V with the def2-TZVPD basis set).

Each line ends with the Löwdin charge.
Cartesian coordinates (Å):
O (-1.8578, -0.1311, -1.4853)  0.036
C (-0.8777, 0.0954, -2.1621)  -0.295
N (0.4119, -0.0991, -1.6706)  -0.066
N (0.6608, -0.2319, -0.4676)  0.019
C (-0.1688, -0.0748, 0.5118)  -0.019
C (0.5043, -0.1170, 1.8191)  -0.443
O (1.7648, -0.1640, 2.0724)  -0.007
O (-0.2111, -0.2538, 2.9712)  0.011
H (-0.7288, 0.5921, -3.2050)  0.145
H (1.2197, 0.5594, -2.3605)  0.266
H (-1.2636, -0.1361, 0.2159)  0.124
H (0.5464, -0.0390, 3.7608)  0.229

Values from the calculation:
Net charge: 0
SMILES: O=CN/N=C/C(=O)O
HOMO energy in eV: -9.80
Energy relative to the best compared isomer or geometry (same formula, charge and spin) in kcal per mole: 95.99
Frontier orbital gap in eV: 9.2
Molar mass in g/mol: 116.076

***

Among the records above, which one has the highest net charge? C33H26GdN12S3

***

The lowest molar mass belongs to which entry? C3H3FO

***

Which formula does entry 6 have? C3H4N2O3